ORCA calculation (the ωB97M-V functional and the def2-TZVPD basis) on a 3-piece molecular cluster, C36H55ClFN3O5 overall in a non-equilibrium geometry.

Properties
Energy above the lowest of the compared OMol25 structures with the same formula, charge and spin   18.3 kcal/mol
E_HOMO (spin up / spin down)   -0.3128 / -0.3182 hartree
Gap between HOMO and LUMO (spin up / spin down)   7.373 / 7.521 eV
Largest force on an atom   2.67 eV/A
Electronic energy   -2505.103415 a.u.
Expectation value of S²   2.0082
2S+1   3

```
101
Properties=species:S:1:pos:R:3:forces:R:3
C -5.6183 -3.6661 -6.1550 0.574 -0.315 0.195
H 2.4744 4.2758 -2.0142 -0.182 -0.107 -0.031
H -0.9678 -1.9837 3.9603 0.065 0.011 0.213
C -1.2569 0.4661 6.2071 -0.363 0.579 0.772
H -4.8727 1.0591 -3.2798 0.167 0.013 -0.110
H -7.2490 -1.9419 -4.8692 0.054 -0.015 0.004
C 1.9938 0.4350 -4.3577 0.194 -0.170 0.175
C 0.2788 2.0163 -5.0891 -0.566 0.393 0.287
H 6.7898 -0.6396 5.8957 0.237 0.110 0.152
H 3.0492 -3.8557 7.5680 -0.228 -0.044 -0.135
H 0.1128 -2.5868 5.8517 0.035 -0.109 0.362
C -2.0034 -0.1785 3.6736 -0.670 0.240 -1.152
H -4.0094 0.2216 -8.1180 -0.008 0.044 0.026
H -3.5112 1.2627 -5.8798 0.011 -0.039 0.207
H 3.8001 3.3897 -1.3099 -0.097 -0.167 0.103
H 1.6648 -0.2619 -3.5871 0.012 0.068 0.040
H 3.0837 0.4075 -4.3995 -0.008 -0.016 0.084
F 6.6652 1.3510 6.0840 0.118 0.000 0.083
H -3.0112 1.7103 3.5908 0.064 0.056 0.120
N 1.1783 -1.1218 6.8956 0.745 -0.351 -0.410
H -5.4332 0.4705 -7.1379 -0.013 -0.033 0.033
H 2.0052 3.8843 -4.6357 -0.144 -0.060 0.077
H -6.8559 -0.5033 -5.8091 0.040 -0.016 0.069
C 2.4966 2.9190 -4.4782 0.239 0.428 0.345
H 1.5375 -2.3818 8.5264 0.228 -0.101 -0.124
H 2.9536 2.6507 -5.4340 -0.166 -0.122 -0.028
H 4.1932 3.9921 -3.6999 0.007 -0.033 -0.040
H -5.7284 1.0308 -4.8065 -0.051 -0.066 -0.006
C -0.8768 -0.7577 5.7132 0.338 -0.692 0.625
H -1.6634 1.1666 7.9775 -0.057 0.107 -0.162
C -0.0785 -1.7547 6.5358 -0.103 0.858 -0.539
H 4.6234 0.5570 7.6848 0.160 0.038 -0.164
C -1.2580 -1.0437 4.4230 0.324 -0.922 -0.540
H 1.0438 -0.2175 7.3243 -0.148 -0.130 0.139
H -7.4683 -1.9170 -6.6164 0.119 -0.118 -0.028
H -3.1793 -0.7731 -2.7235 -0.025 -0.025 -0.033
C -2.9263 -0.3153 -3.6817 0.374 -0.593 0.035
C 3.5968 3.1160 -3.4364 -0.075 -0.041 0.047
O 4.1744 2.0941 5.4321 -0.262 -0.511 -0.031
H -6.0056 -4.1003 -5.2318 0.015 0.044 0.020
H 4.2869 2.2680 -3.4390 -0.036 -0.023 0.026
C -5.3973 -2.1604 -6.0073 -1.946 -0.178 -0.327
C 6.4938 0.1038 6.6474 -0.406 -0.451 -0.123
C 2.9961 3.3138 -2.0461 0.083 0.319 -0.487
H 7.1409 0.0302 7.5265 -0.109 0.030 -0.058
H 2.8804 -1.3582 8.0950 0.031 -0.050 -0.270
O 2.2576 -2.5026 3.6996 0.383 0.657 0.188
H -2.2950 2.3024 5.8759 0.142 -0.134 0.154
H 3.5520 1.0250 -0.6073 -0.108 0.122 0.051
C 2.7729 -1.4557 4.0524 -0.726 -0.587 -0.254
H -5.5077 -1.7744 -8.1292 -0.127 -0.096 0.145
H -0.1333 3.0250 -5.0958 -0.039 -0.040 0.193
H 0.7220 1.6996 -0.0012 -0.017 0.002 -0.062
H -4.7035 -4.1962 -6.4174 0.051 0.081 0.109
H 2.7736 1.8937 3.2793 0.162 0.017 0.245
O 0.1252 2.9441 -2.6002 -0.441 -0.615 0.226
C 2.6452 -3.1375 6.8411 1.214 0.059 0.684
H -0.6575 -2.1091 7.4065 0.070 0.001 -0.083
H 4.8169 -2.8507 6.4306 -0.142 0.197 0.133
C -4.5072 -0.1073 -7.2032 -0.018 -0.072 0.070
O -0.9004 0.8496 7.4870 0.424 -0.451 0.326
N -4.5284 -1.8559 -4.8341 2.093 -0.254 -1.612
C -3.6059 0.1811 -6.0038 0.021 -0.234 -0.541
C 5.0253 -0.1970 6.9972 0.362 0.713 -0.136
H 2.2096 2.5167 0.4713 0.129 -0.120 -0.138
H -5.9852 -0.2361 -3.6019 0.022 -0.045 -0.069
H -2.6994 0.7359 -3.4994 -0.199 0.049 -0.103
C 1.4421 1.8651 -4.1087 0.456 -1.541 -1.232
C -6.8150 -1.5899 -5.8066 -0.044 0.362 0.128
H -6.3393 -3.8622 -6.9487 -0.052 0.187 0.016
C -2.4052 1.0376 4.1848 -0.022 -0.282 -0.322
C -4.0773 -0.4398 -4.6806 -0.666 1.582 1.045
C 2.9827 0.9555 3.7834 0.218 -0.027 0.115
C -4.8132 -1.6002 -7.3036 0.423 0.359 -0.137
H 0.9107 3.4313 -0.2635 -0.050 -0.046 -0.146
C 3.6485 -1.4113 5.2733 0.555 -0.270 0.330
N 0.9866 1.9741 -2.6906 0.029 2.638 -0.426
C 2.0898 -1.9711 7.6545 -1.118 -0.157 0.518
H 1.6326 0.0245 -5.3004 0.004 0.182 -0.062
C 2.8609 0.8934 -1.4407 0.120 -0.196 -0.322
H 5.0491 -1.1382 7.5469 -0.167 -0.009 -0.165
Cl 1.5559 -0.2281 1.8580 0.210 -0.312 0.511
H -2.3043 -0.4485 2.6658 0.121 -0.061 0.081
H 3.4718 0.6098 -2.2947 -0.076 -0.008 -0.027
C -5.2320 0.3987 -4.0684 -0.309 0.010 -0.082
H 0.6137 1.8139 -6.1069 0.216 -0.110 0.105
C 3.8549 -2.7593 5.9312 -1.114 -0.210 -0.949
H 2.2088 0.0529 -1.1984 -0.027 0.032 -0.014
C 4.1631 -0.2702 5.7607 -0.374 -0.009 -0.709
C 2.0445 2.1823 -1.6603 1.056 -1.150 1.280
H 1.8848 -3.6707 6.2702 -0.017 0.279 0.003
H -2.6025 -0.1876 -6.2402 -0.017 -0.124 0.119
O -3.4824 -2.6263 -4.8855 -0.357 -0.273 0.623
C 3.8210 1.0017 5.0277 -0.001 0.591 0.299
C -2.0054 1.3398 5.4598 -0.564 1.278 0.044
H -2.0073 -0.7727 -4.0481 -0.102 -0.162 0.014
H 3.8307 -3.4984 5.1220 0.312 0.081 0.141
H -3.8969 -2.1370 -7.5700 0.022 -0.050 0.211
H -0.5270 1.3172 -4.8555 0.022 0.003 0.024
C 2.5047 -0.1840 3.3063 0.102 -0.142 0.188
C 1.4314 2.4742 -0.2904 -0.611 0.466 -0.163
```
Positions in Å, forces in eV/Å.

Mulliken population analysis, charges in e, atoms 1 to 4: atom 1 (C): -1.81, atom 2 (H): 0.37, atom 3 (H): 0.30, atom 4 (C): 0.62